DFT (ωB97M-V/def2-TZVPD) results for a structure of composition C28H34As2BrNSSiTl.

## Properties
HOMO level: -0.3884 hartree
HOMO-LUMO gap: 7.0273 eV
net charge: +1
LUMO energy: -0.1301 Ha

Atoms and positions in Å:
Tl: 0.1961 0.4204 -0.3087
Br: -1.7682 2.6029 -1.1086
As: -0.1898 -2.4773 -1.6270
As: -2.0783 -1.0508 0.7934
S: 2.5205 0.4930 0.9042
Si: 4.3121 3.0516 2.1258
N: 0.3995 1.8013 1.6733
C: 2.0901 1.8693 -4.7615
C: 1.7427 1.7839 1.7495
C: 0.9830 2.6189 -4.3140
C: -0.2997 2.6340 2.4419
C: -1.1089 -4.9736 -0.4108
C: 1.9552 0.4713 -2.8217
C: 0.5185 3.7317 -5.0428
C: 5.3664 1.5202 2.5241
C: -0.7994 -3.4182 -3.2559
C: -3.7068 -0.8031 -0.2765
C: -2.7654 -0.6859 2.5981
C: 0.8575 1.1559 -2.3796
C: 2.4591 2.7390 2.4883
C: -0.7585 3.0524 -2.6943
C: -1.8375 -5.7740 0.4510
C: 4.8848 4.5184 3.1927
C: -0.5124 4.5009 -4.5845
C: -2.6839 -3.8094 1.5259
C: -1.1616 4.1579 -3.3904
C: 0.3363 2.2517 -3.0896
C: -1.1520 -3.5869 -0.3220
C: 1.7061 3.5561 3.3098
C: 4.3200 3.5075 0.2661
C: 1.5963 -3.2713 -1.4785
C: 2.5724 0.8214 -4.0322
C: -1.9446 -3.0019 0.6678
C: 0.3156 3.4742 3.3416
C: -2.6387 -5.1890 1.4170
H: -4.4764 -1.4801 0.0937
H: -0.8567 5.3555 -5.1472
H: -1.7808 -6.8491 0.3684
H: -4.0548 0.2280 -0.1996
H: -0.5223 -4.4726 -3.2443
H: -0.2668 4.0909 4.0068
H: 5.1479 1.1429 3.5191
H: -2.9927 0.3804 2.6510
H: -3.3071 -3.3575 2.2871
H: 2.5467 2.1457 -5.6982
H: 5.1862 0.7165 1.8172
H: -3.5066 -1.0293 -1.3257
H: 5.9471 4.6870 3.0478
H: 2.3698 -0.3343 -2.2290
H: -0.4958 -5.4416 -1.1729
H: 2.0907 -2.8757 -0.5895
H: 3.9821 2.6724 -0.3409
H: 1.0018 3.9723 -5.9766
H: 4.7342 4.3266 4.2507
H: 6.4231 1.7673 2.4898
H: 2.1846 -3.0015 -2.3566
H: -3.6767 -1.2494 2.8146
H: -1.8826 -3.3358 -3.3534
H: -1.9789 4.7590 -3.0281
H: 3.4265 0.2534 -4.3620
H: 4.3728 5.4418 2.9408
H: 5.3133 3.7794 -0.0775
H: -2.0003 -0.9188 3.3425
H: -0.3384 -2.9479 -4.1255
H: 2.2075 4.2838 3.9295
H: -3.2217 -5.8038 2.0844
H: -1.3734 2.6052 2.3106
H: 3.6617 4.3503 0.0654
H: 1.5463 -4.3583 -1.4110

=====

DFT (ωB97M-V/def2-TZVPD) results for a structure of composition C28H34BBr24F5NO6.

## Properties
HOMO level: -0.4213 hartree
HOMO-LUMO gap: 7.8783 eV
net charge: +1
LUMO energy: -0.1318 Ha

Atoms and positions in Å:
Br: 8.8785 -5.2964 -2.4765
Br: -7.8212 2.5622 6.7602
Br: 7.8364 -1.2613 2.4743
Br: -2.0058 8.1944 0.8541
Br: -5.5206 0.4355 7.3219
Br: 8.4456 1.3930 0.8452
Br: -8.5167 8.9575 -4.3587
Br: -5.4282 8.3369 -4.7819
Br: -3.2473 -4.6475 -2.3053
Br: -8.4843 -0.5442 6.7200
Br: -3.7154 5.8837 3.5106
Br: 6.3533 -0.7069 -0.2846
Br: 6.4811 3.4748 -1.1019
Br: -5.1186 -6.8452 -3.6297
Br: 5.8044 -5.9854 -2.8944
Br: -5.4073 3.6807 1.9748
Br: -7.2739 6.2541 -3.2402
Br: 3.8375 5.1308 -1.7990
Br: -4.6480 3.2649 5.0407
Br: -3.6726 6.7775 -1.4558
Br: 6.9769 -3.2085 -3.9248
Br: -3.7309 -7.4097 -0.8223
Br: 6.6970 6.4357 -2.2271
Br: -1.8186 5.0474 0.4469
F: -0.6779 -0.2187 -2.3360
F: 3.6556 1.0068 -4.8159
F: 5.3334 0.0459 -3.8608
F: 3.9782 1.2613 -2.7086
F: -1.2445 -2.1075 -3.2134
O: -1.5412 -0.7225 4.1644
O: 0.3686 -1.8001 4.2371
O: 0.6036 -0.6203 0.2107
O: -2.1299 0.0624 1.5556
O: 2.8518 -2.9315 -0.1635
O: 1.6882 -4.9340 0.2691
N: -0.6433 -2.0879 -1.0293
C: 3.7316 -2.1168 -3.5109
C: -5.0733 4.5367 3.6673
C: 0.6205 0.8061 0.3483
C: -0.4147 -2.5055 1.3110
C: -2.0624 6.7528 -0.4128
C: 4.0461 0.3670 -3.7065
C: -0.9523 -3.3197 -0.8931
C: 1.8537 -0.6204 -3.0860
C: -0.3740 -1.5217 -2.3715
C: 1.0363 -2.8454 1.6572
C: 3.1912 -0.8377 -3.4340
C: -2.0282 2.0864 2.8347
C: -1.9003 -0.5524 0.3331
C: 7.1244 0.0761 1.2970
C: -7.3965 0.8379 7.4897
C: -0.8421 -1.5609 3.7259
C: -1.1114 -3.6411 0.5122
C: 5.6832 4.8077 -2.2394
C: -4.5006 -6.0954 -1.9861
C: 2.0672 1.2323 0.2085
C: 7.3446 -5.0706 -3.6002
C: 2.9068 -3.2193 -3.2692
C: 1.0460 -1.7247 -2.8044
C: -2.3672 1.4751 1.5029
C: 1.5747 -3.0122 -2.9208
C: -1.2679 -2.4792 2.6187
C: -6.9545 8.1102 -3.6364
C: -0.5886 -1.3251 0.3019
B: 1.8861 -3.6008 0.5531
H: 4.7696 -2.2970 -3.7233
H: 3.5153 -2.4982 0.3839
H: -1.7802 1.9578 0.7286
H: 1.4848 0.3878 -3.0359
H: 0.9581 -3.8731 -2.7171
H: 7.5717 -5.5201 -4.5550
H: -1.8763 3.1525 2.6869
H: 6.3272 0.5767 1.8252
H: -6.7278 8.5998 -2.7014
H: 0.9974 -3.4704 2.5417
H: 2.5234 -5.4034 0.3628
H: -5.9917 5.0277 3.9514
H: 2.2527 1.5947 -0.7929
H: -2.6858 -1.2947 0.1652
H: -2.8260 1.9955 3.5597
H: -5.3492 -5.6626 -1.4779
H: -7.6207 0.8725 8.5447
H: 1.5734 -1.9510 1.9389
H: -1.0462 -4.0371 -1.6938
H: 0.3699 -1.3548 5.0974
H: -0.7256 -4.6295 0.7499
H: 2.7378 0.3966 0.3682
H: -3.4282 1.6195 1.3331
H: -2.2917 -2.2337 2.3814
H: -1.0995 1.6946 3.2294
H: 5.7055 4.4228 -3.2477
H: -1.2777 -3.5019 2.9780
H: 0.0269 1.3016 -0.4100
H: 2.3039 2.0455 0.8793
H: -1.9729 0.1586 -0.4824
H: -1.2343 6.8904 -1.0909
H: 0.2844 1.0694 1.3427
H: -2.1705 -3.7279 0.7432
H: 3.2801 -4.2257 -3.3098

=====

DFT (ωB97M-V/def2-TZVPD) results for a structure of composition C28H34BrFIN3O4S2Tm.

## Properties
multiplicity: 3
HOMO level (spin up / spin down): -0.5832 / -0.5832 hartree
HOMO-LUMO gap (spin up / spin down): 4.8404 / 3.9230 eV
net charge: +3
LUMO energy (spin up / spin down): -0.4053 / -0.4390 Ha

Atoms and positions in Å:
Tm: 1.3678 1.8843 5.7225
I: 5.4341 3.5174 2.8909
Br: 5.2009 -1.1503 1.0570
S: -1.2270 0.9986 3.2083
S: -4.9250 1.2371 -0.3118
F: 2.0815 2.6871 0.4017
O: 3.9457 0.9331 3.3338
O: -0.1133 2.2837 3.0533
O: -0.7923 0.0478 1.8846
O: -0.8492 0.2846 4.5024
N: 1.4152 1.3324 -4.5072
N: -2.4506 1.5346 1.2321
N: -2.1794 5.9886 -0.4770
C: 0.7960 2.6631 -2.3520
C: -2.8088 -3.3740 -1.2672
C: 2.2770 2.8112 3.0670
C: -1.3712 0.6969 0.6428
C: 1.0102 0.2141 -3.7255
C: 4.6984 0.5298 0.1371
C: -3.6306 -2.6007 -0.1292
C: 0.2794 1.4405 -1.4750
C: -2.7196 -1.6552 0.8176
C: -2.6374 -4.9692 -0.9798
C: -0.2017 -6.0047 -0.4391
C: -1.2354 -5.5193 -1.5920
C: -0.8725 3.1218 -0.0611
C: 1.1898 1.6242 0.8736
C: 2.0450 0.2561 0.5972
C: 3.7268 2.1436 3.1295
C: -0.4413 4.3550 0.7549
C: -3.6089 1.4142 0.6909
C: 1.3227 2.5622 -3.8178
C: -0.2290 1.6219 0.0378
C: -2.5867 4.9015 -1.2958
C: -1.1597 5.6843 0.4542
C: 1.2404 -5.2617 -0.5248
C: 3.2112 0.3820 -0.4829
C: 0.4517 0.1466 -2.2761
C: 1.1197 1.7944 2.4528
C: -1.9758 3.5064 -1.1188
C: -1.8298 -0.6361 -0.1088
H: 1.1158 -0.7991 -4.2676
H: 1.3562 0.8046 3.0148
H: 4.8563 1.4828 0.7350
H: 1.2523 -0.5027 0.2317
H: 3.2419 -0.6366 -1.0350
H: -0.8490 -1.2578 -0.1377
H: 0.2163 -0.8575 -1.8246
H: -3.4590 -5.5093 -1.5694
H: 1.9501 2.9492 4.1889
H: -2.2786 -0.4905 -1.1446
H: -0.7379 -4.7046 -2.2460
H: 5.3936 0.6143 -0.7817
H: -3.3347 -1.1123 1.6079
H: -2.0443 -2.3874 1.4049
H: -1.4212 -6.4107 -2.3000
H: 0.8184 3.7395 -1.9358
H: 0.3777 4.2743 1.5335
H: -2.3627 2.6813 -1.8255
H: 1.6521 3.5012 -4.4001
H: -0.8096 6.5771 1.0940
H: 1.4242 -4.7515 0.4786
H: -0.6343 -5.8543 0.6183
H: -2.7318 -5.2263 0.1273
H: -4.5331 -2.0146 -0.5043
H: -3.4210 -3.2890 -2.2353
H: 0.0041 -7.1181 -0.6228
H: 2.0468 -6.0693 -0.6432
H: 3.0114 1.1415 -1.3299
H: -1.7554 -2.9831 -1.4626
H: 2.2383 3.8528 2.6154
H: -4.0559 -3.4153 0.5737
H: 2.4924 -0.1931 1.5423
H: 1.3274 -4.5338 -1.3996
H: -3.3984 5.0974 -2.0824

=====

What did the third record say?
DFT (ωB97M-V/def2-TZVPD) results for a structure of composition C28H34BrFIN3O4S2Tm.

## Properties
multiplicity: 3
HOMO level (spin up / spin down): -0.5832 / -0.5832 hartree
HOMO-LUMO gap (spin up / spin down): 4.8404 / 3.9230 eV
net charge: +3
LUMO energy (spin up / spin down): -0.4053 / -0.4390 Ha

Atoms and positions in Å:
Tm: 1.3678 1.8843 5.7225
I: 5.4341 3.5174 2.8909
Br: 5.2009 -1.1503 1.0570
S: -1.2270 0.9986 3.2083
S: -4.9250 1.2371 -0.3118
F: 2.0815 2.6871 0.4017
O: 3.9457 0.9331 3.3338
O: -0.1133 2.2837 3.0533
O: -0.7923 0.0478 1.8846
O: -0.8492 0.2846 4.5024
N: 1.4152 1.3324 -4.5072
N: -2.4506 1.5346 1.2321
N: -2.1794 5.9886 -0.4770
C: 0.7960 2.6631 -2.3520
C: -2.8088 -3.3740 -1.2672
C: 2.2770 2.8112 3.0670
C: -1.3712 0.6969 0.6428
C: 1.0102 0.2141 -3.7255
C: 4.6984 0.5298 0.1371
C: -3.6306 -2.6007 -0.1292
C: 0.2794 1.4405 -1.4750
C: -2.7196 -1.6552 0.8176
C: -2.6374 -4.9692 -0.9798
C: -0.2017 -6.0047 -0.4391
C: -1.2354 -5.5193 -1.5920
C: -0.8725 3.1218 -0.0611
C: 1.1898 1.6242 0.8736
C: 2.0450 0.2561 0.5972
C: 3.7268 2.1436 3.1295
C: -0.4413 4.3550 0.7549
C: -3.6089 1.4142 0.6909
C: 1.3227 2.5622 -3.8178
C: -0.2290 1.6219 0.0378
C: -2.5867 4.9015 -1.2958
C: -1.1597 5.6843 0.4542
C: 1.2404 -5.2617 -0.5248
C: 3.2112 0.3820 -0.4829
C: 0.4517 0.1466 -2.2761
C: 1.1197 1.7944 2.4528
C: -1.9758 3.5064 -1.1188
C: -1.8298 -0.6361 -0.1088
H: 1.1158 -0.7991 -4.2676
H: 1.3562 0.8046 3.0148
H: 4.8563 1.4828 0.7350
H: 1.2523 -0.5027 0.2317
H: 3.2419 -0.6366 -1.0350
H: -0.8490 -1.2578 -0.1377
H: 0.2163 -0.8575 -1.8246
H: -3.4590 -5.5093 -1.5694
H: 1.9501 2.9492 4.1889
H: -2.2786 -0.4905 -1.1446
H: -0.7379 -4.7046 -2.2460
H: 5.3936 0.6143 -0.7817
H: -3.3347 -1.1123 1.6079
H: -2.0443 -2.3874 1.4049
H: -1.4212 -6.4107 -2.3000
H: 0.8184 3.7395 -1.9358
H: 0.3777 4.2743 1.5335
H: -2.3627 2.6813 -1.8255
H: 1.6521 3.5012 -4.4001
H: -0.8096 6.5771 1.0940
H: 1.4242 -4.7515 0.4786
H: -0.6343 -5.8543 0.6183
H: -2.7318 -5.2263 0.1273
H: -4.5331 -2.0146 -0.5043
H: -3.4210 -3.2890 -2.2353
H: 0.0041 -7.1181 -0.6228
H: 2.0468 -6.0693 -0.6432
H: 3.0114 1.1415 -1.3299
H: -1.7554 -2.9831 -1.4626
H: 2.2383 3.8528 2.6154
H: -4.0559 -3.4153 0.5737
H: 2.4924 -0.1931 1.5423
H: 1.3274 -4.5338 -1.3996
H: -3.3984 5.0974 -2.0824

=====

What did the first record say?
DFT (ωB97M-V/def2-TZVPD) results for a structure of composition C28H34As2BrNSSiTl.

## Properties
HOMO level: -0.3884 hartree
HOMO-LUMO gap: 7.0273 eV
net charge: +1
LUMO energy: -0.1301 Ha

Atoms and positions in Å:
Tl: 0.1961 0.4204 -0.3087
Br: -1.7682 2.6029 -1.1086
As: -0.1898 -2.4773 -1.6270
As: -2.0783 -1.0508 0.7934
S: 2.5205 0.4930 0.9042
Si: 4.3121 3.0516 2.1258
N: 0.3995 1.8013 1.6733
C: 2.0901 1.8693 -4.7615
C: 1.7427 1.7839 1.7495
C: 0.9830 2.6189 -4.3140
C: -0.2997 2.6340 2.4419
C: -1.1089 -4.9736 -0.4108
C: 1.9552 0.4713 -2.8217
C: 0.5185 3.7317 -5.0428
C: 5.3664 1.5202 2.5241
C: -0.7994 -3.4182 -3.2559
C: -3.7068 -0.8031 -0.2765
C: -2.7654 -0.6859 2.5981
C: 0.8575 1.1559 -2.3796
C: 2.4591 2.7390 2.4883
C: -0.7585 3.0524 -2.6943
C: -1.8375 -5.7740 0.4510
C: 4.8848 4.5184 3.1927
C: -0.5124 4.5009 -4.5845
C: -2.6839 -3.8094 1.5259
C: -1.1616 4.1579 -3.3904
C: 0.3363 2.2517 -3.0896
C: -1.1520 -3.5869 -0.3220
C: 1.7061 3.5561 3.3098
C: 4.3200 3.5075 0.2661
C: 1.5963 -3.2713 -1.4785
C: 2.5724 0.8214 -4.0322
C: -1.9446 -3.0019 0.6678
C: 0.3156 3.4742 3.3416
C: -2.6387 -5.1890 1.4170
H: -4.4764 -1.4801 0.0937
H: -0.8567 5.3555 -5.1472
H: -1.7808 -6.8491 0.3684
H: -4.0548 0.2280 -0.1996
H: -0.5223 -4.4726 -3.2443
H: -0.2668 4.0909 4.0068
H: 5.1479 1.1429 3.5191
H: -2.9927 0.3804 2.6510
H: -3.3071 -3.3575 2.2871
H: 2.5467 2.1457 -5.6982
H: 5.1862 0.7165 1.8172
H: -3.5066 -1.0293 -1.3257
H: 5.9471 4.6870 3.0478
H: 2.3698 -0.3343 -2.2290
H: -0.4958 -5.4416 -1.1729
H: 2.0907 -2.8757 -0.5895
H: 3.9821 2.6724 -0.3409
H: 1.0018 3.9723 -5.9766
H: 4.7342 4.3266 4.2507
H: 6.4231 1.7673 2.4898
H: 2.1846 -3.0015 -2.3566
H: -3.6767 -1.2494 2.8146
H: -1.8826 -3.3358 -3.3534
H: -1.9789 4.7590 -3.0281
H: 3.4265 0.2534 -4.3620
H: 4.3728 5.4418 2.9408
H: 5.3133 3.7794 -0.0775
H: -2.0003 -0.9188 3.3425
H: -0.3384 -2.9479 -4.1255
H: 2.2075 4.2838 3.9295
H: -3.2217 -5.8038 2.0844
H: -1.3734 2.6052 2.3106
H: 3.6617 4.3503 0.0654
H: 1.5463 -4.3583 -1.4110